Below is a single C4H10N2 molecule at a distorted geometry, with properties calculated with the ωB97M-V functional and the def2-TZVPD basis.

Geometry (Å):
C: 0.3339 1.9736 -0.2831
C: -0.3985 0.9053 0.5129
C: 0.2777 -0.4710 0.3711
C: -0.4248 -1.5647 0.6159
N: 0.1059 -2.8596 0.7880
N: 0.1205 1.8903 -1.7245
H: 1.4054 1.9323 -0.1082
H: 0.0306 2.9722 0.0282
H: -0.5468 1.1309 1.5573
H: -1.3612 0.7976 0.0263
H: 1.3503 -0.3801 0.2436
H: -1.4988 -1.5932 0.7149
H: 1.1028 -2.9053 0.6292
H: -0.3447 -3.5790 0.2420
H: 0.1978 0.9124 -2.0112
H: -0.8239 2.1566 -1.9745

Force components x, y, z for each atom (eV/Å):
-0.176 0.464 0.023
0.337 -1.071 -1.030
-0.724 1.737 0.668
0.714 -1.422 -0.429
0.291 0.109 -0.096
0.108 -0.550 -0.307
0.240 -0.114 0.127
-0.089 0.062 0.093
0.078 0.359 0.364
-0.587 0.169 0.252
0.137 -0.713 0.044
-0.222 0.520 0.064
0.025 0.047 0.026
-0.196 0.026 0.064
0.119 0.267 -0.008
-0.056 0.108 0.145

Highest occupied orbital energy (eV): -8.4
E (eV): -7289.5745
LUMO energy (eV): 1.14
SMILES string: N/C=C/CCN
Relative energy (zero: lowest compared OMol25 entry of this formula, charge and spin) (eV): 1.045
Orbital gap (eV): 9.491

natural (NBO) population analysis, charges in e, atoms 1 to 6: C -0.215; C -0.440; C -0.298; C 0.007; N -0.813; N -0.828